# 1
9
Properties=species:S:1:pos:R:3:lowdin_charge:R:1 method="wB97M-V/def2-TZVPD" de_lowest_kcal_mol=75.9 total_energy_ev=-5689.9371 fmax_ev_per_a=2.505 smiles="C=NOC" homo_ev=-9.5 spin_multiplicity=1
C 0.844 1.505 -0.387 -0.036
N 0.222 0.387 -0.576 -0.079
O -0.349 -0.133 0.541 -0.228
C -0.656 -1.525 0.304 -0.093
H 1.038 1.980 0.606 0.081
H 1.370 1.992 -1.251 0.075
H 0.111 -2.118 0.875 0.085
H -0.743 -1.775 -0.830 0.108
H -1.670 -1.608 0.796 0.087



# 2
28
Properties=species:S:1:pos:R:3:lowdin_charge:R:1 method="wB97M-V/def2-TZVPD" de_lowest_kcal_mol=42.2 total_energy_ev=-83630.3596 fmax_ev_per_a=5.033 homo_ev=-8.2 spin_multiplicity=1
C -2.124 2.511 0.143 -0.146
C -2.041 2.707 -1.328 -0.103
C 3.129 -2.596 -0.313 -0.139
C 3.807 -1.632 -1.269 -0.076
C -2.305 1.364 -0.750 -0.314
C 3.074 -1.135 0.016 -0.293
C -1.324 0.261 -0.955 -0.314
C 1.854 -0.450 0.057 0.027
C -1.538 -0.772 0.229 -0.713
C -1.607 -0.211 1.513 -0.222
N 0.064 0.649 -1.012 0.071
N 0.975 0.004 -0.570 -0.013
Br -3.214 -1.801 -0.012 0.672
H -1.138 2.645 0.626 0.117
H -2.922 2.820 0.758 0.092
H -2.810 3.127 -1.858 0.065
H -0.997 2.955 -1.688 0.126
H 2.201 -3.203 -0.582 0.129
H 3.789 -3.185 0.327 0.097
H 4.888 -1.775 -1.296 0.101
H 3.202 -1.342 -2.142 0.107
H -3.346 1.135 -0.737 0.125
H 3.816 -0.880 0.713 0.107
H -1.504 -0.204 -1.969 0.151
H -0.800 -1.569 0.276 0.074
H -0.858 0.516 1.693 0.072
H -1.597 -0.992 2.323 0.107
H -2.477 0.485 1.649 0.093



# 3
14
Properties=species:S:1:pos:R:3:lowdin_charge:R:1 method="wB97M-V/def2-TZVPD" de_lowest_kcal_mol=30.2 total_energy_ev=-7360.9462 fmax_ev_per_a=0.601 smiles="C=CCCC=O" homo_ev=-9.6 spin_multiplicity=1
C 0.114 0.937 -1.665 -0.002
C -0.590 -0.076 -1.170 -0.199
C 0.029 -1.119 -0.276 -0.204
C -0.162 -0.614 1.165 -0.166
C 0.388 0.777 1.388 -0.271
O 1.417 1.175 0.898 0.039
H 1.194 0.964 -1.542 0.064
H -0.354 1.804 -2.120 0.059
H -1.679 -0.075 -1.235 0.102
H 1.095 -1.235 -0.497 0.113
H -0.442 -2.104 -0.395 0.108
H -1.220 -0.656 1.450 0.113
H 0.400 -1.193 1.910 0.123
H -0.191 1.415 2.089 0.122



# 4
92
Properties=species:S:1:pos:R:3:lowdin_charge:R:1 method="wB97M-V/def2-TZVPD" de_lowest_kcal_mol=19.0 total_energy_ev=-68995.6041 fmax_ev_per_a=1.300 homo_ev="-7.0 / -7.8" s2=2.02 spin_multiplicity=3
W -0.068 0.022 -0.309 1.487
O 0.770 2.896 -1.092 0.072
C 1.462 2.347 -0.242 -0.584
O 1.794 1.092 -0.277 -0.179
C 1.898 3.152 0.981 -0.080
C 2.915 2.428 1.880 -0.263
C 3.453 3.419 2.928 -0.097
C 2.242 3.527 3.886 -0.097
C 1.248 2.569 3.207 -0.260
O 2.102 1.564 2.667 -0.064
C 0.668 3.265 1.954 -0.076
C -0.568 2.523 1.412 -0.554
O -1.578 3.134 1.138 0.094
O -0.417 1.215 1.323 -0.207
H 2.246 4.125 0.639 0.155
H 3.667 1.859 1.341 0.157
H 4.318 2.988 3.431 0.110
H 3.744 4.373 2.490 0.112
H 2.486 3.174 4.888 0.110
H 1.844 4.538 3.963 0.112
H 0.501 2.126 3.862 0.158
H 0.367 4.291 2.145 0.151
O -1.629 1.468 -1.492 0.026
C -0.660 0.965 -2.034 -0.487
C -0.157 1.006 -3.401 -0.212
C -0.313 2.019 -4.338 0.007
C 0.281 1.872 -5.579 -0.063
C 1.010 0.727 -5.883 -0.062
C 1.165 -0.287 -4.946 -0.048
C 0.587 -0.139 -3.697 -0.260
P 0.600 -1.310 -2.273 1.042
C -0.593 -2.571 -2.883 -0.329
C -0.359 -3.941 -2.768 -0.113
C -1.280 -4.855 -3.261 -0.085
C -2.466 -4.415 -3.826 -0.090
C -2.739 -3.054 -3.881 -0.074
C -1.810 -2.138 -3.415 -0.082
C 2.239 -2.076 -2.524 -0.334
C 2.533 -3.059 -3.466 -0.110
C 3.844 -3.470 -3.652 -0.078
C 4.868 -2.902 -2.906 -0.080
C 4.583 -1.909 -1.981 -0.063
C 3.274 -1.495 -1.790 -0.085
H -0.865 2.913 -4.078 0.129
H 0.180 2.655 -6.320 0.107
H 1.469 0.625 -6.858 0.106
H 1.742 -1.168 -5.195 0.103
H 0.556 -4.293 -2.307 0.106
H -1.073 -5.916 -3.192 0.109
H -3.181 -5.128 -4.216 0.106
H -3.676 -2.703 -4.296 0.108
H -2.020 -1.078 -3.475 0.110
H 1.744 -3.497 -4.063 0.099
H 4.065 -4.233 -4.387 0.104
H 5.887 -3.235 -3.052 0.104
H 5.382 -1.458 -1.406 0.108
H 3.036 -0.709 -1.079 0.082
C 1.189 -1.438 0.829 -0.235
C 0.363 -2.039 1.914 -0.319
C 0.041 -1.311 3.065 -0.045
C -0.783 -1.844 4.042 -0.078
C -1.300 -3.127 3.909 -0.109
C -0.954 -3.880 2.797 -0.116
C -0.132 -3.344 1.817 -0.091
H 1.669 -2.237 0.260 0.040
H 1.976 -0.816 1.263 0.063
H 0.452 -0.317 3.174 0.093
H -1.019 -1.259 4.924 0.101
H -1.946 -3.542 4.673 0.095
H -1.317 -4.898 2.701 0.098
H 0.150 -3.952 0.961 0.107
C -5.355 -0.614 0.111 -0.053
N -3.979 -0.557 0.567 -0.148
C -3.568 0.730 1.097 -0.036
C -3.096 -1.534 0.266 -0.379
N -1.824 -1.350 -0.026 0.062
N -3.644 -2.797 0.270 -0.149
C -4.516 -3.202 1.362 -0.047
C -2.973 -3.904 -0.371 -0.050
H -5.554 0.254 -0.524 0.096
H -6.051 -0.584 0.953 0.090
H -5.529 -1.516 -0.470 0.088
H -4.368 1.113 1.733 0.097
H -3.359 1.461 0.323 0.074
H -2.681 0.599 1.702 0.074
H -1.366 -2.252 -0.001 0.028
H -4.828 -2.341 1.944 0.087
H -3.980 -3.885 2.029 0.085
H -5.399 -3.717 0.974 0.092
H -2.319 -4.448 0.320 0.082
H -2.392 -3.552 -1.216 0.047
H -3.729 -4.597 -0.748 0.100



# 5
133
Properties=species:S:1:pos:R:3:lowdin_charge:R:1 method="wB97M-V/def2-TZVPD" total_energy_ev=-65881.8656 fmax_ev_per_a=2.946 homo_ev=-1.8 charge=-1 spin_multiplicity=1
C 3.146 -2.866 1.586 -0.181
C 1.795 -3.324 0.777 -0.280
C 2.028 -3.659 -0.818 -0.232
C 1.852 -2.296 -1.770 -0.366
N 2.935 -1.331 -1.338 -0.210
C 2.669 0.082 -1.808 -0.355
C 2.445 1.177 -0.594 -0.208
C 1.406 0.666 0.585 -0.200
C -0.130 1.218 0.411 -0.171
C -1.296 0.083 0.723 -0.207
O -1.623 -0.766 -0.437 -0.231
C -3.040 -0.658 -0.823 -0.259
C -3.978 -1.918 -0.280 -0.100
H 3.814 -2.078 1.036 0.053
H 3.779 -3.826 1.827 0.060
H 2.841 -2.395 2.633 0.061
H 0.888 -2.592 0.882 0.080
H 1.443 -4.350 1.276 0.091
H 1.164 -4.427 -1.117 0.084
H 3.038 -4.236 -1.045 0.101
H 0.774 -1.808 -1.632 0.087
H 2.031 -2.668 -2.885 0.076
H 3.661 0.433 -2.372 0.082
H 1.784 0.038 -2.578 0.076
H 2.069 2.198 -1.086 0.073
H 3.501 1.444 -0.107 0.088
H 1.479 -0.501 0.702 0.083
H 1.800 1.114 1.619 0.093
H -0.264 1.729 -0.647 0.109
H -0.291 2.078 1.218 0.107
H -0.913 -0.659 1.575 0.135
H -2.225 0.697 1.143 0.111
H -3.068 -0.748 -2.012 0.116
H -3.549 0.363 -0.562 0.114
H -4.952 -1.892 -0.970 0.084
H -3.486 -2.966 -0.466 0.072
H -4.355 -1.771 0.828 0.064
C 4.364 2.820 2.987 -0.084
C 4.692 1.466 2.949 -0.074
C 5.380 0.884 4.013 -0.100
C 5.732 1.655 5.120 -0.104
C 5.401 3.009 5.160 -0.105
C 4.720 3.593 4.092 -0.101
H 3.830 3.274 2.156 0.077
H 4.411 0.863 2.088 0.095
H 5.642 -0.171 3.979 0.095
H 6.265 1.201 5.952 0.094
H 5.674 3.610 6.025 0.095
H 4.467 4.649 4.121 0.092
C -6.474 0.942 2.168 -0.090
C -7.817 1.102 2.507 -0.096
C -8.296 0.600 3.717 -0.123
C -7.430 -0.054 4.592 -0.105
C -6.085 -0.211 4.255 -0.090
C -5.608 0.283 3.041 -0.093
H -6.101 1.331 1.224 0.100
H -8.491 1.618 1.828 0.100
H -9.345 0.719 3.977 0.100
H -7.802 -0.441 5.537 0.099
H -5.410 -0.719 4.938 0.102
H -4.562 0.156 2.776 0.093
C -9.457 2.946 7.393 -0.093
C -10.196 3.834 8.175 -0.102
C -10.580 5.070 7.655 -0.103
C -10.232 5.414 6.348 -0.100
C -9.496 4.525 5.565 -0.091
C -9.105 3.293 6.089 -0.088
H -9.156 1.985 7.800 0.099
H -10.473 3.563 9.191 0.098
H -11.150 5.764 8.266 0.097
H -10.535 6.375 5.941 0.098
H -9.227 4.793 4.547 0.101
H -8.527 2.603 5.481 0.078
C 2.080 3.110 -5.581 -0.097
C 1.547 2.714 -6.807 -0.110
C 0.419 1.893 -6.846 -0.107
C -0.180 1.477 -5.657 -0.099
C 0.351 1.876 -4.431 -0.092
C 1.484 2.689 -4.393 -0.089
H 2.961 3.746 -5.552 0.097
H 2.010 3.044 -7.734 0.093
H 0.008 1.579 -7.801 0.094
H -1.062 0.841 -5.687 0.094
H -0.118 1.553 -3.505 0.094
H 1.901 2.995 -3.437 0.086
C 10.594 -2.638 5.087 -0.105
C 10.878 -1.878 3.953 -0.103
C 9.933 -0.978 3.461 -0.090
C 8.706 -0.830 4.110 -0.085
C 8.424 -1.588 5.246 -0.094
C 9.366 -2.494 5.733 -0.101
H 11.329 -3.341 5.468 0.096
H 11.836 -1.987 3.451 0.097
H 10.151 -0.391 2.573 0.102
H 7.972 -0.125 3.730 0.084
H 7.469 -1.471 5.753 0.097
H 9.143 -3.088 6.615 0.097
C 1.790 5.109 0.809 -0.089
C 1.459 5.606 2.069 -0.092
C 0.321 6.397 2.230 -0.102
C -0.491 6.682 1.132 -0.105
C -0.161 6.182 -0.127 -0.098
C 0.982 5.399 -0.290 -0.089
H 2.679 4.496 0.683 0.086
H 2.088 5.378 2.926 0.089
H 0.067 6.790 3.211 0.096
H -1.380 7.294 1.258 0.095
H -0.795 6.403 -0.983 0.098
H 1.241 5.014 -1.272 0.095
C -1.399 -2.850 -4.699 -0.077
C -1.499 -3.712 -5.790 -0.099
C -2.146 -4.940 -5.653 -0.109
C -2.702 -5.301 -4.425 -0.105
C -2.604 -4.437 -3.334 -0.093
C -1.949 -3.214 -3.469 -0.078
H -0.891 -1.895 -4.805 0.097
H -1.073 -3.427 -6.749 0.096
H -2.219 -5.614 -6.501 0.090
H -3.210 -6.256 -4.319 0.094
H -3.039 -4.719 -2.378 0.092
H -1.868 -2.543 -2.618 0.078
C 0.767 -5.981 -10.527 -0.107
C 1.549 -4.950 -10.005 -0.102
C 1.728 -4.840 -8.627 -0.092
C 1.133 -5.766 -7.770 -0.095
C 0.355 -6.799 -8.292 -0.103
C 0.168 -6.904 -9.670 -0.105
H 0.625 -6.065 -11.601 0.095
H 2.018 -4.233 -10.674 0.098
H 2.331 -4.033 -8.220 0.105
H 1.276 -5.682 -6.696 0.108
H -0.108 -7.521 -7.624 0.100
H -0.443 -7.705 -10.076 0.096



# 6
112
Properties=species:S:1:pos:R:3:lowdin_charge:R:1 method="wB97M-V/def2-TZVPD" total_energy_ev=-98257.8628 fmax_ev_per_a=0.712 homo_ev=-8.9 spin_multiplicity=1
C 1.598 -4.196 1.333 -0.099
C 0.086 -3.969 1.419 -0.246
C -0.374 -2.589 0.945 -0.208
C 0.143 -1.383 1.763 -0.249
C 0.455 -1.699 3.240 -0.033
C -0.528 0.046 1.604 -0.234
O 0.440 0.923 2.188 -0.025
C -0.703 0.536 0.060 -0.498
Cl -1.876 -0.537 -0.775 0.894
C 0.673 0.383 -0.654 -0.229
O 0.495 0.006 -1.985 -0.225
C 1.703 -0.309 -2.659 -0.246
C 1.348 -1.000 -3.969 -0.047
C -1.185 2.015 -0.237 -0.476
C -0.493 3.082 0.626 -0.065
Si -1.049 2.671 -2.090 0.591
C -1.721 1.565 -3.428 -0.159
C 0.690 3.248 -2.491 -0.146
C -2.100 4.223 -2.121 -0.163
O -2.633 2.154 -0.142 -0.380
S -3.312 2.209 1.307 0.990
O -4.724 2.162 1.030 -0.352
O -2.947 0.635 1.690 -0.260
C -1.853 0.340 2.516 -0.342
O -1.632 1.468 3.293 -0.096
C -1.245 1.499 4.659 -0.160
C -1.013 2.954 5.024 -0.185
N -0.102 3.644 4.132 -0.042
C 1.286 3.334 4.426 -0.176
C 2.277 4.105 3.535 -0.384
C 2.750 3.324 2.311 -0.029
O 1.673 5.349 3.177 -0.042
C -2.514 -0.821 3.349 -0.360
F -2.620 -1.919 2.588 0.153
F -1.786 -1.167 4.435 0.093
C -3.937 -0.406 3.836 -0.305
F -4.862 -0.907 3.027 0.126
F -4.144 -0.935 5.062 0.092
H 2.030 -3.621 0.510 0.072
H 1.832 -5.248 1.163 0.068
H 2.116 -3.906 2.249 0.059
H -0.271 -4.175 2.429 0.100
H -0.413 -4.692 0.768 0.106
H -1.454 -2.581 0.858 0.068
H -0.003 -2.480 -0.081 0.099
H 1.132 -1.192 1.357 0.106
H -0.191 -2.465 3.663 0.076
H 0.372 -0.816 3.869 0.065
H 1.482 -2.052 3.321 0.081
H 1.219 0.930 1.616 0.090
H 1.219 1.338 -0.609 0.125
H 1.292 -0.357 -0.152 0.109
H 2.316 -0.952 -2.013 0.120
H 2.287 0.599 -2.841 0.107
H 0.293 -1.281 -3.944 0.066
H 1.947 -1.897 -4.121 0.071
H 1.491 -0.344 -4.827 0.075
H -0.699 3.002 1.694 0.061
H -0.790 4.074 0.279 0.083
H 0.586 3.010 0.511 0.049
H -2.050 2.216 -4.244 0.037
H -2.589 0.998 -3.092 0.024
H -0.998 0.857 -3.826 0.020
H 1.393 2.435 -2.655 0.007
H 0.615 3.792 -3.438 0.043
H 1.103 3.936 -1.750 0.035
H -3.135 4.013 -1.854 0.039
H -1.725 5.034 -1.494 0.031
H -2.087 4.576 -3.157 0.037
H -0.351 0.901 4.843 0.115
H -2.037 1.106 5.303 0.127
H -0.639 2.940 6.064 0.122
H -1.966 3.485 5.022 0.128
H -0.239 4.643 4.207 0.112
H 1.539 3.526 5.483 0.118
H 1.422 2.263 4.257 0.106
H 3.150 4.343 4.154 0.130
H 2.703 2.249 2.478 0.066
H 2.118 3.568 1.454 0.064
H 3.777 3.578 2.046 0.075
H 2.031 5.640 2.330 0.093
H -4.057 0.674 3.904 0.165
C 5.986 1.633 3.334 -0.025
C 6.441 1.868 1.912 -0.509
O 5.702 1.689 0.973 0.062
C 7.864 2.337 1.728 -0.023
H 4.951 1.298 3.331 0.070
H 6.613 0.875 3.806 0.086
H 6.074 2.553 3.915 0.086
H 8.556 1.607 2.152 0.085
H 8.018 3.279 2.257 0.085
H 8.074 2.470 0.670 0.082
C -3.546 -3.248 -2.388 -0.026
C -3.290 -2.693 -3.772 -0.495
O -2.343 -1.976 -4.002 0.055
C -4.267 -3.100 -4.845 -0.030
H -2.787 -2.887 -1.699 0.031
H -4.533 -2.948 -2.034 0.090
H -3.523 -4.340 -2.422 0.084
H -5.275 -2.781 -4.572 0.086
H -4.270 -4.185 -4.950 0.073
H -3.983 -2.660 -5.796 0.079
C -1.196 -6.050 -8.429 -0.024
C -1.763 -5.676 -7.080 -0.496
O -2.732 -4.964 -6.972 0.070
C -1.051 -6.235 -5.871 -0.019
H -1.786 -5.590 -9.217 0.081
H -0.159 -5.717 -8.503 0.085
H -1.201 -7.135 -8.549 0.084
H -0.010 -5.906 -5.867 0.086
H -1.051 -7.326 -5.906 0.085
H -1.543 -5.896 -4.963 0.076



# 7
42
Properties=species:S:1:pos:R:3:lowdin_charge:R:1 method="wB97M-V/def2-TZVPD" de_lowest_kcal_mol=0.0 total_energy_ev=-27566.5544 fmax_ev_per_a=3.374 homo_ev=-13.2 charge=+1 spin_multiplicity=1
O -1.633 0.441 -0.111 0.082
C -2.623 -0.059 0.379 -0.502
O -3.444 -0.858 -0.327 0.121
C -3.054 0.201 1.802 -0.071
C -1.975 0.737 2.778 -0.150
C -0.542 0.825 2.300 -0.076
C 0.364 0.270 3.077 -0.029
N 1.748 0.293 2.441 0.153
H -2.874 -1.305 -0.971 0.134
H -3.963 0.802 1.834 0.135
H -3.396 -0.792 2.096 0.127
H -2.323 1.703 3.152 0.122
H -2.084 0.133 3.681 0.116
H -0.364 1.556 1.533 0.107
H 0.419 -0.326 3.971 0.131
H 1.867 1.091 1.803 0.088
H 1.750 -0.634 1.899 0.072
H 2.479 0.471 3.127 0.159
H 1.160 -1.970 -2.826 0.002
H 0.659 -3.420 -2.962 0.056
O 1.166 -2.836 -2.390 -0.049
H 0.496 -3.502 -0.412 0.016
H 1.013 -4.539 0.576 0.072
O 0.295 -3.913 0.445 -0.041
H 2.353 2.203 0.145 0.004
H 1.170 3.122 0.146 0.050
O 1.832 2.762 0.743 -0.060
H 1.847 0.497 -1.310 0.039
H 3.216 0.204 -1.197 0.070
O 2.491 0.340 -0.592 -0.060
H 2.803 2.836 -2.229 0.075
H 1.537 2.453 -3.014 0.057
O 1.980 2.338 -2.167 -0.048
H -2.247 1.237 -2.406 0.022
H -2.022 2.690 -2.423 0.050
O -1.802 1.908 -2.943 -0.050
H 1.285 -0.061 -4.155 0.066
H -0.077 0.488 -3.636 0.035
O 0.668 -0.087 -3.417 -0.041
H 1.107 -2.409 0.793 0.033
H 2.073 -1.485 0.117 0.035
O 1.912 -1.866 0.995 -0.050



# 8
6
Properties=species:S:1:pos:R:3:lowdin_charge:R:1 method="wB97M-V/def2-TZVPD" de_lowest_kcal_mol=1.5 total_energy_ev=-4159.8758 fmax_ev_per_a=1.213 smiles=O.O homo_ev=-10.7 spin_multiplicity=1
O 0.021 0.911 -0.693 -0.022
H 0.692 0.561 -1.269 0.057
H -0.673 1.216 -1.255 0.048
O -0.068 -1.256 0.913 -0.108
H 0.257 -1.064 1.808 0.031
H -0.229 -0.367 0.496 -0.005



Repeat the eighth record exactly.
6
Properties=species:S:1:pos:R:3:lowdin_charge:R:1 method="wB97M-V/def2-TZVPD" de_lowest_kcal_mol=1.5 total_energy_ev=-4159.8758 fmax_ev_per_a=1.213 smiles=O.O homo_ev=-10.7 spin_multiplicity=1
O 0.021 0.911 -0.693 -0.022
H 0.692 0.561 -1.269 0.057
H -0.673 1.216 -1.255 0.048
O -0.068 -1.256 0.913 -0.108
H 0.257 -1.064 1.808 0.031
H -0.229 -0.367 0.496 -0.005